DFT (ωB97M-V/def2-TZVPD) results for a cluster of 2 separate species, C3H10OS2 in total in a non-equilibrium geometry.

Structure (XYZ):
```
16
Properties=species:S:1:pos:R:3:forces:R:3
C -1.570 -1.788 -0.361 -0.088 -1.656 0.660
C -0.486 -1.444 0.699 -1.675 -1.371 -1.436
S -0.699 0.144 1.377 0.925 2.408 -1.729
S -0.190 1.342 -0.696 -1.664 -0.799 2.164
C 0.976 0.174 -1.316 0.556 -0.338 0.053
H -1.466 -2.884 -0.472 -0.019 0.306 -0.471
H -1.524 -1.336 -1.346 0.270 0.347 0.126
H -2.586 -1.697 0.034 0.209 0.466 0.044
H -0.684 -2.196 1.474 0.422 0.439 0.270
H 0.478 -1.651 0.248 0.302 0.090 0.396
H 1.513 -0.056 -0.396 0.900 -0.182 -0.674
H 0.621 -0.750 -1.782 -0.443 0.218 0.228
H 1.553 0.681 -2.093 0.333 0.095 0.405
H 0.784 4.350 1.705 -0.050 -0.164 -0.044
H 1.603 3.084 1.375 -0.217 0.067 -0.033
O 1.676 4.028 1.549 0.239 0.074 0.041
```
Forces are in eV/Å.

Summary:
Structure (SMILES) = CCSSC.O
Gap between HOMO and LUMO = 0.291 Ha
HOMO = -8.70 eV
LUMO energy = -0.77 eV

***

DFT (ωB97M-V/def2-TZVPD) results for a cluster of 2 separate species, C3H10OS2 in total in a non-equilibrium geometry.

Structure (XYZ):
```
16
Properties=species:S:1:pos:R:3:forces:R:3
C 4.083 0.468 -2.019 -0.538 -0.385 1.366
S 2.684 1.198 -0.828 2.410 -1.289 -0.902
S 3.453 0.381 0.865 -0.082 -0.353 1.018
H 3.982 1.117 -2.853 -0.050 0.005 -1.161
H 3.786 -0.572 -2.129 -0.482 0.200 -0.694
H 5.171 0.328 -1.763 -1.168 1.163 0.750
H 3.034 -0.927 0.886 -0.100 0.658 -0.375
C -2.219 -0.540 0.880 -2.594 3.675 -1.295
O -2.448 -0.322 -0.534 1.535 -0.426 -0.180
C -3.495 0.196 1.490 0.634 -0.934 -1.487
H -2.138 -1.541 1.196 0.300 -1.313 0.155
H -1.343 0.090 1.053 0.087 -0.631 0.363
H -3.166 -0.844 -0.880 -0.369 -0.389 0.199
H -4.377 -0.140 0.856 0.952 0.397 0.849
H -3.659 -0.188 2.489 -0.176 0.805 0.533
H -3.349 1.296 1.291 -0.360 -1.184 0.859
```
Forces are in eV/Å.

Summary:
Structure (SMILES) = CCO.CSS
Gap between HOMO and LUMO = 0.357 Ha
HOMO = -9.14 eV
LUMO energy = 0.58 eV

***

DFT (ωB97M-V/def2-TZVPD) results for a cluster of 2 separate species, C3H10OS2 in total in a non-equilibrium geometry.

Structure (XYZ):
```
16
Properties=species:S:1:pos:R:3:forces:R:3
C 0.291 -1.220 -0.631 -0.215 -0.355 2.154
C 1.365 -0.656 0.351 -0.420 0.471 -0.832
C -0.468 -0.152 -1.365 -0.131 0.916 -1.493
S -1.698 0.911 -0.460 0.909 -0.385 -0.074
S -3.098 -0.420 0.191 0.091 -0.229 0.083
H -0.480 -1.693 0.007 0.402 -0.702 -0.604
H 0.804 -1.939 -1.309 -0.763 0.471 0.334
H 1.012 -0.144 1.262 -0.272 -0.463 -0.429
H 2.129 -1.390 0.625 -0.175 0.139 -0.161
H 1.770 0.140 -0.263 0.980 0.250 0.289
H -1.028 -0.526 -2.225 -0.068 -0.406 0.243
H 0.224 0.558 -1.859 -0.208 0.084 0.512
H -2.450 -0.926 1.265 -0.123 0.162 -0.097
H 0.083 2.515 0.783 -0.680 -0.317 0.563
H 0.702 2.365 2.272 -0.824 -0.182 0.124
O 0.843 2.577 1.356 1.498 0.543 -0.613
```
Forces are in eV/Å.

Summary:
Structure (SMILES) = CCCSS.O
Gap between HOMO and LUMO = 0.356 Ha
HOMO = -9.24 eV
LUMO energy = 0.45 eV

***

DFT (ωB97M-V/def2-TZVPD) results for a cluster of 2 separate species, C3H10OS2 in total in a non-equilibrium geometry.

Structure (XYZ):
```
16
Properties=species:S:1:pos:R:3:forces:R:3
C -0.404 0.496 1.715 -0.060 2.102 -0.878
S -1.740 1.073 0.503 0.315 -1.822 1.010
S -0.657 1.875 -0.978 1.464 1.229 -1.406
H -0.440 1.426 2.386 1.007 -1.923 -0.488
H 0.579 0.225 1.166 -1.862 0.993 1.100
H -0.819 -0.409 2.124 -0.002 -0.109 0.499
H 0.583 1.272 -0.965 -1.020 -0.111 0.240
C 1.488 -1.459 -0.420 -0.808 -0.953 1.238
O 1.078 -2.073 0.844 -0.527 -0.052 -0.895
C 2.065 -2.585 -1.257 0.536 -0.220 -2.473
H 0.583 -0.928 -0.874 1.220 -0.962 0.326
H 2.209 -0.739 -0.098 0.712 0.844 -0.551
H 1.576 -1.638 1.521 0.290 0.108 0.686
H 1.206 -3.372 -1.304 2.030 0.938 0.086
H 2.163 -2.140 -2.331 -0.128 -0.992 1.579
H 3.186 -2.996 -1.013 -3.167 0.930 -0.073
```
Forces are in eV/Å.

Summary:
Structure (SMILES) = CCO.CSS
Gap between HOMO and LUMO = 0.314 Ha
HOMO = -8.02 eV
LUMO energy = 0.52 eV

***

DFT (ωB97M-V/def2-TZVPD) results for a cluster of 2 separate species, C3H10S in total in a non-equilibrium geometry.

Structure (XYZ):
```
14
Properties=species:S:1:pos:R:3:forces:R:3
S -5.357 2.729 0.794 -0.250 0.068 -0.009
H -4.444 1.826 1.188 -0.331 -0.072 0.081
H -6.454 2.094 1.279 0.583 0.004 -0.072
C 2.495 -0.491 -1.094 0.120 -0.839 -0.606
C 1.245 -1.122 -0.466 -0.260 0.385 0.446
C 0.587 -0.250 0.648 0.901 -0.883 -0.843
H 3.320 -1.206 -1.184 -0.063 -0.016 0.441
H 2.862 0.364 -0.532 -0.065 0.196 -0.192
H 2.316 -0.283 -2.151 -0.123 0.735 0.168
H 1.539 -2.049 0.029 -0.184 -0.166 -0.173
H 0.495 -1.368 -1.219 0.172 -0.037 -0.116
H -0.439 -0.575 0.792 -0.020 0.034 0.366
H 1.228 -0.482 1.499 -0.488 0.555 0.508
H 0.608 0.813 0.418 0.009 0.036 0.000
```
Forces are in eV/Å.

Summary:
Structure (SMILES) = CCC.S
Gap between HOMO and LUMO = 0.389 Ha
HOMO = -9.80 eV
LUMO energy = 0.78 eV

***

DFT (ωB97M-V/def2-TZVPD) results for a cluster of 2 separate species, C3H10S2 in total in a non-equilibrium geometry.

Structure (XYZ):
```
15
Properties=species:S:1:pos:R:3:forces:R:3
C -2.189 -1.409 0.033 -0.601 -0.366 -0.657
S -2.760 0.318 0.121 -0.063 -0.413 0.254
H -2.339 -2.040 0.907 -0.062 0.467 0.308
H -1.159 -1.499 -0.296 0.019 0.258 -0.106
H -2.834 -1.811 -0.751 0.254 -0.291 0.003
H -1.567 0.842 0.317 0.487 0.345 0.159
C 1.319 1.784 -0.899 -0.173 -1.288 0.167
S 1.395 -0.062 -0.941 -0.151 0.433 -1.517
C 1.551 -0.506 0.740 -0.158 -0.935 1.633
H 2.103 2.155 -1.546 0.012 0.275 0.034
H 0.327 2.062 -1.236 0.027 0.304 -0.068
H 1.463 2.059 0.139 0.111 0.375 -0.015
H 0.786 -1.213 1.087 -0.275 0.252 -0.357
H 1.436 0.376 1.358 0.278 0.055 0.271
H 2.467 -1.056 0.969 0.296 0.528 -0.110
```
Forces are in eV/Å.

Summary:
Structure (SMILES) = CSC.CS
Gap between HOMO and LUMO = 0.348 Ha
HOMO = -8.59 eV
LUMO energy = 0.87 eV

***

DFT (ωB97M-V/def2-TZVPD) results for a cluster of 2 separate species, C3H10S2 in total in a non-equilibrium geometry.

Structure (XYZ):
```
15
Properties=species:S:1:pos:R:3:forces:R:3
C -1.913 0.094 4.939 0.095 -1.080 -0.703
C -1.388 0.296 3.473 -1.352 2.741 1.735
H -1.377 0.695 5.682 -0.165 -0.303 -0.169
H -1.882 -0.998 5.188 0.351 0.958 0.098
H -2.972 0.310 4.977 -0.216 0.393 0.182
H -1.112 -0.609 3.078 0.872 -1.980 -1.164
H -2.184 0.750 2.857 0.298 -0.348 0.126
H -0.576 1.030 3.464 0.117 -0.381 -0.106
C 2.351 -0.287 -5.686 -2.635 1.173 0.106
S 2.209 -1.251 -4.133 1.335 -0.118 -0.701
S 0.656 -0.458 -3.176 -2.159 -1.624 -0.758
H 3.325 -0.162 -6.048 1.768 -0.083 0.042
H 1.948 0.761 -5.471 0.428 -1.517 -0.420
H 1.792 -0.754 -6.525 0.008 0.306 0.724
H 1.123 0.581 -2.617 1.256 1.863 1.008
```
Forces are in eV/Å.

Summary:
Structure (SMILES) = CSS.CC
Gap between HOMO and LUMO = 0.356 Ha
HOMO = -9.06 eV
LUMO energy = 0.62 eV

***

DFT (ωB97M-V/def2-TZVPD) results for a cluster of 2 separate species, C3H10S3 in total in a non-equilibrium geometry.

Structure (XYZ):
```
16
Properties=species:S:1:pos:R:3:forces:R:3
C 2.626 -0.249 -2.706 -1.530 -3.261 0.448
S 2.331 -2.049 -2.031 -0.676 0.994 -2.500
S 3.226 -2.094 -0.112 3.453 -0.810 0.407
H 3.606 -0.102 -2.957 2.794 0.029 -0.506
H 2.101 -0.397 -3.663 -0.611 1.271 0.771
H 2.439 0.340 -1.834 -1.133 0.931 -0.218
H 2.294 -1.761 0.660 -2.316 0.837 1.606
C -2.274 -0.363 1.195 -3.244 -0.656 0.222
C -2.197 1.155 1.280 -0.191 0.839 4.158
S -0.510 1.897 1.706 -0.484 -0.756 -0.743
H -1.471 -0.934 0.888 2.241 -0.528 -0.853
H -2.660 -0.953 2.067 0.599 1.251 0.060
H -3.086 -0.657 0.490 0.527 0.523 -0.032
H -2.705 1.479 2.322 0.442 -0.773 -2.716
H -2.661 1.696 0.467 0.098 -0.110 -0.207
H -1.060 2.990 2.228 0.031 0.218 0.103
```
Forces are in eV/Å.

Summary:
Spin multiplicity = 2
Expectation value of S² = 0.75
Gap between HOMO and LUMO (spin up / spin down) = 0.080 / 0.256 Ha
Charge = -1
HOMO (spin up / spin down) = 0.47 / -4.34 eV
LUMO energy (spin up / spin down) = 2.65 / 2.61 eV

***

DFT (ωB97M-V/def2-TZVPD) results for the molecule C3H10Si2 in a non-equilibrium geometry.

Structure (XYZ):
```
15
Properties=species:S:1:pos:R:3:forces:R:3
C -2.013 1.349 -0.467 1.489 -0.621 -0.058
C -1.680 -1.657 0.123 0.155 0.460 0.050
C 2.495 0.852 0.257 -0.012 -0.512 0.080
Si -0.912 0.082 0.174 -1.462 -0.418 -0.122
Si 1.612 -0.733 -0.336 0.112 0.968 0.607
H -2.589 1.171 -1.366 -0.112 -0.116 -0.086
H -1.678 2.380 -0.401 -0.186 0.161 0.206
H -2.006 -1.915 -0.880 0.007 0.021 -0.220
H -1.011 -2.439 0.470 0.169 0.002 0.051
H -2.560 -1.663 0.754 -0.245 0.003 0.181
H 2.418 1.630 -0.503 -0.028 0.059 -0.191
H 2.014 1.242 1.150 -0.193 0.081 0.079
H 3.551 0.714 0.480 0.132 -0.071 -0.090
H -0.418 0.404 1.534 0.242 0.057 -0.090
H 2.776 -1.416 -0.989 -0.066 -0.074 -0.397
```
Forces are in eV/Å.

Summary:
Gap between HOMO and LUMO (spin up / spin down) = 0.244 / 0.203 Ha
HOMO (spin up / spin down) = -7.88 / -7.05 eV
LUMO energy (spin up / spin down) = -1.24 / -1.52 eV

***

DFT (ωB97M-V/def2-TZVPD) results for the molecule C3H10Si3 in a non-equilibrium geometry.

Structure (XYZ):
```
16
Properties=species:S:1:pos:R:3:forces:R:3
C -0.551 -0.111 0.367 1.706 3.055 -1.835
C -0.117 1.257 -0.200 -1.792 -6.824 3.089
C -0.889 -1.737 0.905 2.482 4.296 -1.726
Si 1.175 2.092 0.908 -1.839 -0.329 -0.291
Si -0.878 1.540 -1.865 1.671 1.597 -0.282
Si 0.360 -3.075 0.561 -2.039 -1.120 2.124
H -1.854 -1.593 1.290 -1.174 -0.816 0.579
H 2.231 1.102 1.144 0.038 -0.073 0.646
H 0.329 2.707 2.061 1.170 -0.461 -0.660
H 1.776 3.051 0.019 0.388 0.933 -0.131
H -0.772 3.110 -2.032 0.077 -1.443 -0.335
H -2.247 1.248 -1.969 -1.573 -0.425 0.118
H -0.216 0.665 -2.932 -0.136 0.760 0.486
H -0.269 -3.820 -0.481 -0.245 -0.530 -1.086
H 0.035 -4.036 1.781 0.915 0.862 -0.970
H 1.738 -2.844 0.174 0.351 0.516 0.274
```
Forces are in eV/Å.

Summary:
Spin multiplicity = 3
Expectation value of S² = 2.05
Gap between HOMO and LUMO (spin up / spin down) = 0.261 / 0.267 Ha
HOMO (spin up / spin down) = -6.95 / -9.05 eV
LUMO energy (spin up / spin down) = 0.17 / -1.80 eV